Record 1
Formula: H15O7
Source: OMol25
Level of theory: ωB97M-V with the def2-TZVPD basis set

Structure (XYZ):
```
22
Properties=species:S:1:pos:R:3:forces:R:3:nbo_charge:R:1
O -1.069 -0.566 0.424 -0.3 0.5 0.2 -0.8322
H -0.333 -0.336 1.046 0.1 -0.1 -0.2 0.5677
H -1.400 0.281 -0.043 0.4 -0.8 0.1 0.5462
H -0.838 -1.327 -0.196 -0.1 0.5 0.1 0.5702
O -1.750 1.482 -0.989 0.5 -1.3 -0.3 -0.9432
H -2.087 2.354 -0.954 -0.7 1.5 0.5 0.5156
H -1.531 1.351 -1.913 -0.1 -0.3 -0.4 0.4989
O 0.187 -2.360 2.089 0.1 -0.7 0.3 -0.9902
H 0.511 -1.571 2.560 -0.1 -1.0 0.3 0.4868
H 0.303 -3.197 2.609 0.0 1.6 -0.5 0.5011
O 0.709 0.480 2.299 0.5 -1.6 -0.7 -0.9715
H 1.658 0.480 2.478 -0.2 0.2 0.0 0.5056
H 0.332 1.266 2.637 -0.4 1.4 0.8 0.5020
O 0.867 2.834 -1.187 -0.3 -0.8 0.6 -0.9465
H 0.828 3.396 -1.949 -0.1 0.4 -0.6 0.4742
H 0.149 2.177 -1.253 0.7 0.6 0.1 0.4627
O -0.848 -2.218 -1.562 0.6 0.4 0.8 -0.9371
H -0.114 -2.507 -2.076 2.0 -0.3 0.1 0.4946
H -1.474 -2.423 -2.216 -2.6 -0.2 -0.9 0.4933
O 1.613 0.025 -0.449 -1.5 -1.0 -1.7 -0.9518
H 1.937 0.038 -1.362 -0.3 0.0 0.1 0.4792
H 2.349 0.341 0.008 1.8 0.9 1.4 0.4746
```
Forces are in eV/Å.

Properties
* total charge: +1
* LUMO: -3.163 eV
* M: 127.11 g mol⁻¹
* relative energy (zero: lowest compared OMol25 entry of this formula, charge and spin): 41.28 kcal/mol
* total energy: -14569.5498 eV

***

Record 2
Formula: C29H38BrClF6N2O8P
Source: OMol25
Level of theory: ωB97M-V with the def2-TZVPD basis set

Structure (XYZ):
```
86
Properties=species:S:1:pos:R:3:forces:R:3:lowdin_charge:R:1
C -5.450 6.111 0.752 0.0 -1.4 0.8 -0.0571
C -4.637 4.805 0.706 -0.4 0.2 0.3 -0.3280
C -3.504 4.721 1.720 0.3 1.2 -1.0 -0.0656
C -4.972 3.840 -0.163 0.3 -0.3 -0.1 -0.0897
C -3.992 2.857 -0.823 -0.7 0.2 1.5 -0.1756
C -3.678 1.703 0.155 0.2 -0.6 -1.4 -0.1942
C -2.539 0.749 -0.309 -0.1 -0.2 1.8 -0.3334
C -2.454 -0.367 0.803 0.1 0.1 -0.7 -0.0647
C -1.170 1.464 -0.409 -0.7 0.4 -0.6 -0.1608
C -0.254 0.948 -1.536 -0.2 0.5 0.5 -0.1470
C 0.013 -0.565 -1.512 0.5 0.3 -1.7 -0.3282
O 1.258 -0.931 -0.892 -0.1 -0.6 0.5 -0.1598
C 1.106 -1.734 0.231 -0.2 0.8 0.4 -0.5747
Br 0.375 -3.530 -0.205 0.1 0.3 0.0 0.8555
C 2.402 -1.773 1.100 0.6 -0.2 0.5 -0.3035
N 2.339 -2.978 1.938 -0.1 0.6 0.4 -0.0338
C 1.394 -2.871 3.056 -0.7 -1.0 0.4 -0.1439
C 0.894 -4.269 3.530 1.4 0.6 0.8 -0.3675
C 1.840 -5.417 3.147 -1.1 -0.3 0.4 -0.0389
F -0.411 -4.509 3.138 0.2 -0.2 -0.3 -0.0286
C 2.555 -0.498 1.963 0.0 -0.2 -0.2 -0.1321
C 3.421 -0.477 3.051 0.1 -0.3 0.2 -0.0284
C 3.520 0.683 3.792 0.0 -0.2 -0.1 -0.0472
C 2.776 1.776 3.386 0.3 1.1 0.8 -0.1525
N 1.970 1.818 2.340 0.0 -0.5 0.1 0.1018
C 1.877 0.670 1.676 -0.6 -0.1 -1.0 -0.0768
C 3.701 -1.866 0.236 -0.3 -0.6 -0.1 -0.3915
F 3.900 -0.662 -0.347 0.1 -0.2 -0.1 0.1243
F 4.803 -2.049 1.053 -0.3 -0.1 0.2 0.0915
C 3.728 -2.996 -0.785 0.1 0.7 -0.3 -0.1138
C 3.614 -4.337 -0.471 0.2 0.3 0.9 -0.0433
C 3.692 -5.277 -1.468 0.0 -1.3 0.0 -0.0549
C 3.888 -4.934 -2.779 0.2 0.3 -1.1 -0.0061
C 4.000 -3.593 -3.105 -0.5 0.3 -0.2 -0.1180
C 4.253 -3.141 -4.529 1.7 -1.0 0.7 -0.5647
F 5.579 -3.350 -4.794 -0.3 0.2 -0.2 0.1220
F 3.587 -3.870 -5.430 -0.3 0.5 0.0 0.1588
F 4.052 -1.829 -4.708 -0.5 -0.2 -0.3 0.1447
C 3.916 -2.644 -2.106 0.1 0.8 -0.6 0.0387
P 0.129 -1.102 -3.284 -0.8 -0.3 -1.1 0.5037
O -1.052 -0.710 -4.044 -0.4 0.4 0.2 -0.2503
O 0.261 -2.720 -3.398 1.0 0.9 0.3 -0.1524
O 1.487 -0.491 -3.938 -0.4 -0.9 1.0 -0.0996
H -6.237 6.040 1.522 0.1 0.2 -0.2 0.0780
H -5.868 6.313 -0.238 0.1 0.1 0.7 0.0335
H -4.747 6.891 1.067 -0.3 0.1 -0.3 0.0760
H -2.728 3.995 1.469 -0.2 0.0 0.2 0.0552
H -3.037 5.719 1.764 0.2 -0.3 0.1 0.0704
H -3.924 4.565 2.722 0.0 -0.3 -0.2 0.0840
H -6.037 3.738 -0.393 0.4 0.6 -0.9 0.1107
H -3.119 3.448 -1.120 0.0 -0.3 0.1 0.1021
H -4.451 2.485 -1.747 0.2 -0.1 0.2 0.1123
H -4.581 1.072 0.182 0.1 0.2 0.3 0.1178
H -3.494 2.047 1.177 0.1 0.1 -0.2 0.1024
H -2.878 0.279 -1.242 0.4 0.2 -0.1 0.1416
H -1.559 -0.257 1.431 -0.1 0.1 -0.1 0.0608
H -2.404 -1.360 0.335 -0.2 0.0 0.4 0.0660
H -3.312 -0.288 1.479 0.1 -0.3 -0.2 0.0733
H -1.375 2.519 -0.641 0.3 -0.2 0.1 0.1042
H -0.716 1.464 0.589 0.1 0.0 -0.2 0.0976
H -0.751 1.197 -2.483 0.0 -0.2 0.2 0.1146
H 0.672 1.541 -1.542 0.1 -0.5 0.0 0.1305
H -0.862 -1.090 -1.113 0.3 -0.1 0.1 0.0964
H 0.321 -1.287 0.854 0.0 -0.4 0.0 0.0835
H 3.246 -3.158 2.354 0.1 0.2 -0.3 0.1032
H 0.489 -2.299 2.823 0.3 0.0 -0.3 0.1287
H 1.831 -2.397 3.948 0.0 0.1 -0.3 0.1187
H 0.886 -4.231 4.630 -0.3 0.1 -0.2 0.1327
H 2.893 -5.133 3.185 -0.2 0.0 -0.2 0.0745
H 1.525 -5.804 2.172 0.4 0.1 0.0 0.0780
H 1.700 -6.210 3.893 0.1 0.0 -0.3 0.0784
H 4.007 -1.352 3.324 -0.1 0.1 0.0 0.1196
H 4.153 0.766 4.670 0.0 -0.1 -0.2 0.1072
H 2.878 2.695 3.968 -0.2 -0.1 -0.2 0.1103
H 1.222 0.664 0.805 0.1 0.3 0.2 0.0969
H 3.486 -4.621 0.568 -0.1 -0.1 -0.2 0.1065
H 3.600 -6.341 -1.257 0.0 0.2 0.3 0.1188
H 3.982 -5.666 -3.578 -0.1 -0.1 0.3 0.1316
H 4.020 -1.602 -2.398 -0.1 -0.1 0.3 0.1386
H 1.172 -3.009 -3.232 -0.3 -0.4 0.2 0.0404
H 2.124 -1.211 -4.035 0.3 0.4 -0.2 0.0326
O -7.382 9.178 -2.239 0.0 0.0 0.0 -0.3893
Cl -6.070 8.648 -2.532 0.0 0.0 0.0 0.6328
O -5.059 9.579 -2.085 0.0 0.0 0.0 -0.3901
O -5.938 8.434 -3.954 0.0 0.0 0.0 -0.3878
O -5.897 7.385 -1.836 0.0 0.2 -0.4 -0.4083
```
Forces are in eV/Å.

Properties
* total charge: -1
* LUMO: 1.226 eV
* M: 802.95 g mol⁻¹
* total energy: -158204.6201 eV

***

Record 3
Formula: C4H7KO3
Source: OMol25
Level of theory: ωB97M-V with the def2-TZVPD basis set

Structure (XYZ):
```
15
Properties=species:S:1:pos:R:3:forces:R:3:nbo_charge:R:1
O 2.281 -1.641 1.348 4.9 -0.9 1.2 -0.5001
C 3.426 -1.467 1.856 -4.3 -0.7 0.0 0.2976
H 4.013 -2.357 2.125 0.3 0.3 -0.5 0.1631
H 3.659 -0.485 2.297 0.4 -0.1 -0.5 0.1517
O -0.508 -0.667 1.283 -0.9 0.0 0.3 -0.5589
O 1.065 0.857 1.440 -0.1 -0.2 0.6 -0.7157
C 0.742 -0.292 1.254 -0.6 1.7 -1.2 0.8106
C -0.964 -1.937 0.736 0.2 -0.8 0.3 -0.0712
H -0.144 -2.528 0.317 0.2 0.5 0.1 0.2097
H -1.329 -2.508 1.596 -0.1 0.2 -0.2 0.1965
K -0.849 2.465 2.353 0.1 -0.1 -0.1 0.9760
C -2.039 -1.687 -0.291 -0.2 0.0 0.0 -0.6351
H -1.683 -1.024 -1.090 -0.1 -0.2 0.2 0.2219
H -2.322 -2.651 -0.735 0.0 0.3 0.1 0.2402
H -2.933 -1.256 0.177 0.2 0.0 -0.2 0.2138
```
Forces are in eV/Å.

Properties
* total charge: +1
* LUMO (spin up / spin down): -3.607 / -3.766 eV
* M: 142.20 g mol⁻¹
* relative energy (zero: lowest compared OMol25 entry of this formula, charge and spin): 29.44 kcal/mol
* 2S+1: 2
* total energy: -26720.6116 eV
* <S²>: 0.7543

***

Record 4
Formula: C12H18Cl2IrN2
Source: OMol25
Level of theory: ωB97M-V with the def2-TZVPD basis set

Structure (XYZ):
```
35
Properties=species:S:1:pos:R:3:forces:R:3:nbo_charge:R:1
Ir -0.099 -1.193 0.615 1.0 0.1 1.6 1.1126
Cl -1.963 -2.372 0.112 -1.6 -0.4 -0.2 -0.5055
Cl 1.035 -3.094 1.400 0.3 -0.3 0.5 -0.5216
C -0.018 -0.103 2.403 0.7 1.4 1.2 -0.8872
H 0.121 0.815 3.071 0.8 -1.4 -0.8 0.2460
H 0.134 -0.893 3.179 -1.2 0.1 -0.6 0.2591
C -0.574 0.706 0.050 0.5 1.5 0.5 -0.4259
C -0.642 1.429 1.418 -0.2 -2.3 -1.5 0.0052
H 0.325 1.001 -0.498 -0.1 0.3 0.1 0.2335
C -1.997 1.827 1.922 -1.3 -0.5 0.6 -0.4705
H 0.249 2.017 1.695 -0.8 0.0 -0.5 0.2176
C -3.110 0.932 1.311 0.3 -0.1 0.0 -0.4016
H -2.052 1.736 3.022 0.2 0.1 -0.4 0.2164
H -2.299 2.861 1.713 0.5 0.1 -0.3 0.2099
C -3.135 1.097 -0.208 -0.2 0.2 -0.1 -0.3982
H -2.921 -0.117 1.569 0.1 0.1 0.0 0.2331
H -4.101 1.170 1.723 0.3 0.2 0.0 0.1983
C -1.788 0.778 -0.885 -0.3 0.1 -0.5 -0.4322
H -3.943 0.501 -0.657 0.3 -0.1 0.2 0.2117
H -3.411 2.138 -0.430 0.1 0.0 0.1 0.1794
H -1.883 -0.145 -1.478 0.2 0.2 0.4 0.2352
H -1.583 1.547 -1.641 0.0 0.1 0.1 0.1983
N 2.866 -0.202 0.655 0.4 0.7 1.3 -0.8376
C 2.660 -0.698 -0.584 0.8 -0.2 -2.1 0.4077
C 3.658 -0.650 -1.592 -0.7 0.7 2.8 -0.4207
C 3.356 -1.171 -2.850 0.1 -0.7 -2.0 -0.3434
C 2.070 -1.664 -3.097 -0.3 -0.1 -0.2 -0.2656
C 1.124 -1.638 -2.094 -0.8 -0.7 -1.9 -0.1283
N 1.427 -1.210 -0.845 0.8 1.2 1.8 -0.6713
H 2.166 -0.272 1.400 0.4 0.0 -0.5 0.4142
H 3.756 0.232 0.866 -0.4 -0.3 -0.1 0.3811
H 4.606 -0.169 -1.333 -0.3 -0.3 -0.2 0.1824
H 4.114 -1.172 -3.635 -0.2 0.0 0.1 0.1833
H 1.772 -2.063 -4.080 0.3 0.3 0.5 0.1952
H 0.079 -1.960 -2.218 0.6 0.0 -0.2 0.1893
```
Forces are in eV/Å.

Properties
* total charge: -1
* LUMO (spin up / spin down): 2.785 / 1.804 eV
* M: 453.41 g mol⁻¹
* relative energy (zero: lowest compared OMol25 entry of this formula, charge and spin): 29.81 kcal/mol
* 2S+1: 5
* total energy: -43595.6931 eV
* <S²>: 6.0303

***

Record 5
Formula: C5H11NO2
Source: OMol25
Level of theory: ωB97M-V with the def2-TZVPD basis set

Structure (XYZ):
```
19
Properties=species:S:1:pos:R:3:forces:R:3:nbo_charge:R:1
C -1.651 0.248 0.542 -0.3 -0.8 0.6 0.5249
N -0.350 0.321 0.129 -0.3 0.5 0.1 -0.4496
C 0.279 1.571 -0.299 0.0 -0.5 -0.9 -0.2046
C -0.640 2.529 -1.049 -0.3 1.6 0.5 -0.6408
C 0.579 -0.687 0.582 0.5 -0.6 0.0 -0.2622
C 1.013 -1.599 -0.586 0.1 0.4 0.2 -0.0666
O 2.374 -2.000 -0.508 -0.1 0.0 0.1 -0.7157
O -2.033 -0.486 1.435 0.1 -0.2 -0.1 -0.6062
H -2.428 0.774 -0.021 0.4 0.6 -0.1 0.1278
H 0.748 2.060 0.559 -0.1 0.0 0.0 0.1894
H 1.087 1.270 -0.972 0.1 0.1 0.1 0.1986
H -0.195 2.957 -1.949 0.0 -0.6 -0.2 0.2250
H -0.800 3.453 -0.470 0.0 -0.3 0.2 0.2158
H -1.658 2.193 -1.233 0.3 -0.4 -0.4 0.2202
H 1.497 -0.258 0.984 0.0 0.4 0.0 0.2007
H 0.138 -1.275 1.376 -0.2 0.0 0.1 0.2350
H 0.359 -2.460 -0.656 -0.2 -0.2 -0.1 0.1685
H 0.925 -1.028 -1.503 0.0 0.0 -0.3 0.1745
H 2.462 -2.669 0.176 0.0 0.0 0.0 0.4655
```
Forces are in eV/Å.

Properties
* total charge: 0
* LUMO: 0.836 eV
* SMILES: CCN(C=O)CCO
* M: 117.15 g mol⁻¹
* relative energy (zero: lowest compared OMol25 entry of this formula, charge and spin): 34.67 kcal/mol
* total energy: -10947.7637 eV

***

Record 6
Formula: C12H18InN7O4
Source: OMol25
Level of theory: ωB97M-V with the def2-TZVPD basis set

Structure (XYZ):
```
42
Properties=species:S:1:pos:R:3:forces:R:3:nbo_charge:R:1
In -0.219 -0.178 -0.603 0.0 0.0 0.1 1.7710
O 3.806 1.599 -1.658 -0.1 -0.1 -0.1 -0.6016
C 2.713 1.120 -1.124 0.1 0.1 0.1 0.8127
O 2.006 0.262 -1.632 0.0 0.0 0.0 -0.6333
C 2.381 1.701 0.216 -0.1 -0.1 -0.1 0.0836
C 3.106 2.708 0.833 0.0 0.0 0.0 -0.1425
C 2.667 3.157 2.069 0.0 0.0 0.0 -0.1135
C 1.531 2.588 2.633 0.0 0.0 0.0 -0.1616
C 0.874 1.588 1.936 -0.1 -0.1 0.0 0.0730
N 1.298 1.150 0.752 0.1 0.2 0.2 -0.4318
C -0.357 0.854 2.402 0.0 -0.1 0.1 0.8191
O -0.976 1.192 3.499 0.1 0.1 -0.1 -0.5755
O -0.765 -0.090 1.743 -0.1 0.1 0.0 -0.6317
H 3.966 1.187 -2.526 0.1 0.1 0.0 0.5309
H 3.982 3.125 0.357 0.0 0.0 0.0 0.2743
H 3.198 3.942 2.590 0.0 0.0 0.0 0.2681
H 1.194 2.931 3.602 0.0 0.0 0.0 0.2444
H -0.613 1.984 3.924 -0.1 0.0 0.0 0.5155
N -2.139 -1.402 -0.306 0.0 0.0 0.0 -0.8748
C -2.185 -2.790 -0.848 -0.1 0.1 0.0 -0.2186
C -1.083 -3.660 -0.269 0.0 -0.2 0.0 -0.4451
C 0.338 -3.313 -0.681 0.1 0.1 0.0 -0.2186
N 0.831 -2.054 -0.031 0.0 -0.1 0.1 -0.8753
H -2.274 -1.441 0.704 0.0 0.0 0.0 0.4214
H -2.940 -0.873 -0.649 0.0 0.0 0.0 0.4213
H -2.098 -2.735 -1.935 0.0 0.0 0.0 0.1955
H -3.159 -3.231 -0.633 0.0 0.0 0.0 0.2357
H -1.267 -4.685 -0.594 0.0 0.0 0.0 0.2691
H -1.161 -3.694 0.824 0.0 0.0 0.0 0.2221
H 0.411 -3.174 -1.761 0.0 0.0 0.0 0.2018
H 1.015 -4.124 -0.415 -0.1 0.0 0.0 0.2338
H 1.831 -1.958 -0.197 0.0 0.0 -0.1 0.4203
H 0.729 -2.151 0.979 0.0 0.0 0.0 0.4165
N -0.356 -0.499 -2.875 0.0 0.0 -0.1 -1.0676
H -1.204 -0.927 -3.240 0.0 0.0 0.0 0.4149
H 0.430 -0.969 -3.315 0.0 0.0 0.0 0.4186
H -0.357 0.458 -3.228 0.0 0.0 0.0 0.4316
N -1.062 1.697 -0.937 0.0 -0.1 0.0 -0.8736
C -1.953 2.254 -0.363 0.0 0.0 -0.3 0.6788
N -2.782 2.935 0.238 0.1 0.2 0.3 -0.5851
C -4.107 2.814 0.236 0.0 -0.2 -0.1 0.3897
N -5.251 2.701 0.282 -0.1 0.0 0.0 -0.3137
```
Forces are in eV/Å.

Properties
* total charge: +2
* LUMO: -7.338 eV
* M: 439.14 g mol⁻¹
* relative energy (zero: lowest compared OMol25 entry of this formula, charge and spin): 0.00 kcal/mol
* total energy: -36518.5228 eV

***

Record 7
Formula: FH5N3P
Source: OMol25
Level of theory: ωB97M-V with the def2-TZVPD basis set

Structure (XYZ):
```
10
Properties=species:S:1:pos:R:3:forces:R:3:nbo_charge:R:1
N -0.288 1.576 -0.734 0.1 0.8 -0.8 -1.3228
N 0.320 0.158 1.501 -0.8 -0.5 1.2 -1.1786
N 0.712 -0.852 -0.901 -0.7 0.9 1.0 -1.1522
F -1.758 -0.752 0.219 2.9 2.0 -0.3 -0.6335
P -0.214 0.246 -0.007 -1.7 -3.2 -3.0 2.2564
H 0.108 1.575 -1.711 -0.8 0.0 1.6 0.4057
H -0.289 -0.404 2.107 0.4 0.4 -0.2 0.4276
H 0.385 1.104 1.802 0.4 0.8 0.9 0.4178
H 0.686 -1.739 -0.447 0.2 -1.0 0.0 0.3879
H 0.338 -0.912 -1.829 -0.1 -0.3 -0.5 0.3917
```
Forces are in eV/Å.

Properties
* total charge: 0
* LUMO: 0.714 eV
* SMILES: N=P(N)(N)F
* M: 97.03 g mol⁻¹
* relative energy (zero: lowest compared OMol25 entry of this formula, charge and spin): 5.22 kcal/mol
* total energy: -16559.0942 eV

***

Record 8
Formula: C4H13N2O2
Source: OMol25
Level of theory: ωB97M-V with the def2-TZVPD basis set

Structure (XYZ):
```
21
Properties=species:S:1:pos:R:3:forces:R:3:nbo_charge:R:1
C 1.250 0.365 -0.097 0.7 -1.2 0.9 -0.2495
C 0.982 1.674 -0.793 -1.5 -0.5 -1.2 -0.4551
C -0.421 2.038 -0.271 -0.7 1.4 1.8 -0.2039
N -1.445 0.948 -0.028 0.2 0.0 -2.3 -0.8734
N 1.136 -0.773 -1.002 -1.7 -0.9 0.5 -0.7413
C 0.204 -1.935 -0.377 2.3 -0.1 0.4 0.1392
O 0.285 -2.127 0.915 0.6 0.0 1.3 -0.9527
H 2.247 0.344 0.264 1.4 0.4 0.4 0.1644
H 0.692 0.252 0.941 0.7 -0.1 -2.4 0.2103
H 0.779 1.611 -1.880 0.7 -0.9 0.3 0.1938
H 1.879 2.316 -0.764 -0.9 0.6 0.8 0.1934
H -0.185 2.589 0.695 -1.0 -0.6 -0.7 0.1667
H -0.985 2.735 -0.921 0.6 0.0 0.2 0.1717
H -1.588 0.383 -0.925 0.4 1.2 1.5 0.3499
H -1.285 0.222 0.663 0.6 0.4 0.2 0.3993
H 2.056 -1.116 -1.308 -0.7 0.0 0.7 0.3368
H -0.827 -1.665 -0.543 -0.8 0.2 -1.7 0.0767
H 0.640 -2.819 -0.904 -0.8 0.2 -0.8 0.0780
H -1.926 -2.191 1.418 0.9 2.7 3.1 0.5116
H -1.430 -1.411 2.765 4.9 -0.6 3.3 0.4661
O -2.056 -1.439 2.153 -5.8 -1.9 -6.2 -0.9819
```
Forces are in eV/Å.

Properties
* total charge: -1
* LUMO: 4.072 eV
* M: 121.16 g mol⁻¹
* relative energy (zero: lowest compared OMol25 entry of this formula, charge and spin): 68.79 kcal/mol
* total energy: -11431.7540 eV

***

- The lowest M belongs to which entry?
  FH5N3P

***

What did the fifth record say?
Formula: C5H11NO2
Source: OMol25
Level of theory: ωB97M-V with the def2-TZVPD basis set

Structure (XYZ):
```
19
Properties=species:S:1:pos:R:3:forces:R:3:nbo_charge:R:1
C -1.651 0.248 0.542 -0.3 -0.8 0.6 0.5249
N -0.350 0.321 0.129 -0.3 0.5 0.1 -0.4496
C 0.279 1.571 -0.299 0.0 -0.5 -0.9 -0.2046
C -0.640 2.529 -1.049 -0.3 1.6 0.5 -0.6408
C 0.579 -0.687 0.582 0.5 -0.6 0.0 -0.2622
C 1.013 -1.599 -0.586 0.1 0.4 0.2 -0.0666
O 2.374 -2.000 -0.508 -0.1 0.0 0.1 -0.7157
O -2.033 -0.486 1.435 0.1 -0.2 -0.1 -0.6062
H -2.428 0.774 -0.021 0.4 0.6 -0.1 0.1278
H 0.748 2.060 0.559 -0.1 0.0 0.0 0.1894
H 1.087 1.270 -0.972 0.1 0.1 0.1 0.1986
H -0.195 2.957 -1.949 0.0 -0.6 -0.2 0.2250
H -0.800 3.453 -0.470 0.0 -0.3 0.2 0.2158
H -1.658 2.193 -1.233 0.3 -0.4 -0.4 0.2202
H 1.497 -0.258 0.984 0.0 0.4 0.0 0.2007
H 0.138 -1.275 1.376 -0.2 0.0 0.1 0.2350
H 0.359 -2.460 -0.656 -0.2 -0.2 -0.1 0.1685
H 0.925 -1.028 -1.503 0.0 0.0 -0.3 0.1745
H 2.462 -2.669 0.176 0.0 0.0 0.0 0.4655
```
Forces are in eV/Å.

Properties
* total charge: 0
* LUMO: 0.836 eV
* SMILES: CCN(C=O)CCO
* M: 117.15 g mol⁻¹
* relative energy (zero: lowest compared OMol25 entry of this formula, charge and spin): 34.67 kcal/mol
* total energy: -10947.7637 eV

***

- The lowest M belongs to which entry?
  FH5N3P